21
Properties=species:S:1:pos:R:3:forces:R:3:nbo_charge:R:1 method="wB97M-V/def2-TZVPD" e_lumo_ev="3.615 / 1.420" spin_multiplicity=2 gap_ev="7.565 / 5.351" largest_force_ev_per_a=4.86 homo_ev="-3.95 / -3.93" e_above_lowest_kcal_mol=76.6 total_charge=-1
N 1.695857 1.155073 -0.382655 -4.0 -2.0 1.9 -0.7208
C 0.919439 0.209878 0.363284 2.0 0.3 -3.5 0.2560
C 1.503138 -1.110201 0.709748 1.4 1.2 2.2 -0.7242
C -1.323590 -0.871686 0.934739 3.0 -0.1 1.2 -0.7580
C -0.449522 0.118600 0.183170 -3.3 1.6 -0.2 0.0232
H 2.690146 1.057755 -0.341165 0.1 0.1 -0.4 0.3913
H 1.098741 1.714631 -1.046763 1.0 0.5 0.5 0.4837
H 1.239181 -1.501804 1.786100 0.6 0.2 -1.5 0.3676
H 1.052517 -1.803876 0.026348 -0.1 -0.6 -0.2 0.2480
H -0.625318 -1.359327 1.800353 -2.1 0.3 -1.6 0.3316
H -1.623414 -1.678748 0.230280 -0.1 0.5 0.5 0.2431
H -1.053613 0.789007 -0.512830 1.2 -0.6 0.8 0.2864
H -0.602151 3.829268 -1.995750 0.5 -1.6 0.2 0.4444
H 2.577618 -1.004082 0.502666 0.0 -0.6 0.3 0.1813
O -0.248689 2.906078 -1.919638 0.3 1.1 0.0 -1.2011
H -2.167771 -0.307543 1.350336 -0.1 -0.4 -0.3 0.2215
H 0.072029 -3.391680 3.190241 0.2 0.5 -0.3 0.4235
O 0.351868 -2.756435 2.507111 -0.2 -0.6 0.6 -1.3100
H -2.280955 0.955005 -3.002641 0.0 0.2 -0.4 0.4467
H -1.050959 1.974422 -2.177248 -0.6 0.3 -0.2 0.4987
O -1.774552 1.075665 -2.205685 0.1 -0.3 0.3 -1.1329

16
Properties=species:S:1:pos:R:3:forces:R:3:nbo_charge:R:1 method="wB97M-V/def2-TZVPD" e_lumo_ev="-4.726 / -7.541" spin_multiplicity=2 gap_ev="10.778 / 7.947" largest_force_ev_per_a=2.88 homo_ev="-15.50 / -15.49" e_above_lowest_kcal_mol=0.0 total_charge=+1
O 0.754832 1.643254 -0.205330 -0.8 1.3 -0.5 -0.5994
C -0.436195 1.859579 -0.324721 0.1 -0.1 -0.1 0.4879
C -1.538355 1.157504 0.415594 -0.2 0.0 -0.3 -0.2027
O -1.256225 0.697266 1.725355 -0.2 0.5 0.2 -0.4434
C -0.486601 -0.334617 1.968627 0.1 0.0 0.3 1.0505
O -0.672148 -0.764413 3.169550 -0.7 0.3 -0.2 -0.4354
O 0.318766 -0.818226 1.171121 -1.4 -0.9 0.3 -0.7584
C -0.355438 -2.138161 3.454692 0.6 -0.6 0.2 -0.2653
H -1.880425 0.333215 -0.235388 0.1 0.1 0.1 0.2526
F 3.676772 -0.244002 0.006707 2.8 0.0 -0.7 -0.5726
H -0.787500 2.590676 -1.074770 0.2 0.0 0.1 0.1838
H -2.377979 1.852260 0.528869 0.2 -0.2 0.0 0.2631
H -0.905401 -2.376613 4.366759 0.2 0.1 -0.2 0.2334
H -0.685037 -2.770863 2.624123 0.1 0.1 0.2 0.2066
H 0.723587 -2.238025 3.614987 -0.3 0.0 0.0 0.2113
Ag 1.891796 -0.013878 0.240469 -0.7 -0.6 0.5 1.3878

44
Properties=species:S:1:pos:R:3:forces:R:3:nbo_charge:R:1 method="wB97M-V/def2-TZVPD" e_lumo_ev=0.497 gap_ev=9.128 largest_force_ev_per_a=0.86 smiles="Cc1c(Cl)cnc(NC(=O)COC(=O)c2cc3c(s2)CC[C@@H](C)C3)c1Cl" homo_ev=-8.63 e_above_lowest_kcal_mol=0.7 total_charge=0
C 6.633456 0.724266 1.043798 0.1 0.0 0.0 -0.6483
C 5.433765 0.091882 0.423712 -0.2 -0.1 -0.1 0.0073
C 5.292305 -1.293630 0.273700 -0.3 0.3 -0.1 -0.1015
Cl 6.522624 -2.379317 0.805837 0.1 -0.2 0.0 0.0184
C 4.148827 -1.804373 -0.314518 0.3 0.0 0.2 0.0479
N 3.161580 -1.043888 -0.748911 -0.2 0.3 -0.2 -0.4574
C 3.240553 0.271626 -0.615803 0.5 -0.2 0.2 0.3679
N 2.222277 1.072274 -1.072779 0.4 0.8 0.0 -0.6149
C 0.936307 0.797579 -1.474024 -0.1 -0.3 -0.1 0.6865
O 0.225866 1.697154 -1.847356 -0.1 0.0 -0.1 -0.5721
C 0.472348 -0.650514 -1.421986 0.0 -0.1 0.3 -0.1808
O -0.928824 -0.685392 -1.217716 -0.2 0.1 0.0 -0.4882
C -1.317124 -0.091540 -0.067223 0.5 -0.1 0.0 0.7690
O -0.528852 0.362882 0.730699 -0.1 -0.1 -0.1 -0.6020
C -2.758109 -0.092372 0.086458 -0.7 0.1 0.2 -0.3350
C -3.719699 -0.576446 -0.762851 0.6 0.2 0.3 -0.1613
C -5.025215 -0.396795 -0.270669 -0.2 0.2 0.3 -0.0867
C -5.041124 0.227979 0.948422 0.5 0.0 0.0 -0.1548
S -3.454057 0.601743 1.514020 -0.2 -0.3 -0.5 0.4899
C -6.271563 0.538134 1.727124 -0.2 0.1 0.1 -0.4394
C -7.496647 0.444486 0.815805 0.1 -0.3 0.2 -0.3854
C -7.466403 -0.849523 -0.001089 -0.2 0.2 -0.3 -0.2072
C -8.774673 -1.054150 -0.758360 0.2 -0.1 0.2 -0.5968
C -6.282158 -0.809440 -0.971362 -0.1 -0.1 0.2 -0.4160
C 4.377788 0.867615 -0.036764 -0.1 -0.3 0.0 -0.0966
Cl 4.462262 2.590602 0.112000 0.0 0.1 0.0 0.0178
H 7.055467 1.465874 0.367318 0.0 0.0 0.0 0.2381
H 6.347564 1.237803 1.961200 0.0 0.1 0.0 0.2397
H 7.387716 -0.020619 1.275531 0.0 0.1 0.0 0.2385
H 4.013575 -2.867590 -0.449323 0.1 -0.1 0.1 0.2088
H 2.419656 2.069669 -1.035042 -0.2 -0.3 -0.1 0.4253
H 0.656736 -1.137487 -2.380716 0.0 0.0 0.1 0.2256
H 0.993960 -1.186735 -0.625189 -0.2 0.1 -0.3 0.2365
H -3.481234 -1.040410 -1.702454 0.1 -0.1 -0.2 0.2330
H -6.197112 1.532165 2.172668 0.0 0.0 0.1 0.2237
H -6.366726 -0.178599 2.549745 0.0 0.1 0.0 0.2165
H -8.403830 0.483993 1.420884 0.0 0.0 0.0 0.2109
H -7.509004 1.296597 0.133340 -0.1 0.1 -0.1 0.2006
H -7.322720 -1.689011 0.688221 0.0 0.0 0.0 0.1957
H -9.610301 -1.130566 -0.066565 -0.1 0.0 0.0 0.2083
H -8.735175 -1.965992 -1.349888 -0.1 -0.1 -0.1 0.2088
H -8.960443 -0.217573 -1.428802 0.0 0.1 -0.1 0.2025
H -6.140016 -1.786979 -1.437447 0.0 0.0 -0.1 0.2167
H -6.494141 -0.094014 -1.772691 -0.1 0.0 -0.1 0.2106

73
Properties=species:S:1:pos:R:3:forces:R:3:lowdin_spin:R:1 method="wB97M-V/def2-TZVPD" e_lumo_ev="-7.377 / -7.875" spin_multiplicity=4 gap_ev="7.199 / 6.979" largest_force_ev_per_a=0.84 homo_ev="-14.58 / -14.85" e_above_lowest_kcal_mol=1.9 total_charge=+2
Re 0.013401 -0.024993 0.422960 -0.1 -0.2 -0.8 2.4732
C -1.373793 3.174690 -0.000413 -0.1 0.0 0.0 -0.0004
C -1.748346 1.792489 -0.482501 0.1 0.3 0.3 0.0093
C -1.805149 1.518641 -1.844582 0.1 0.2 -0.4 0.0549
C -1.460337 2.595282 -2.853661 0.0 -0.1 0.1 0.0085
C -2.221929 0.249934 -2.280085 -0.1 -0.2 -0.4 0.0392
C -2.071551 -0.112147 -3.738232 -0.1 0.0 0.1 0.0047
C -2.790989 -0.664438 -1.381201 -0.1 -0.3 -0.3 0.0490
C -3.470594 -1.924470 -1.883339 0.1 0.1 0.1 0.0078
C -2.776268 -0.388090 -0.011620 -0.1 -0.2 0.3 0.0196
C -3.455076 -1.333058 0.948818 -0.1 0.0 -0.1 0.0009
C -2.167117 0.803587 0.466538 -0.1 0.4 0.4 0.0080
C -2.389210 1.274244 1.909771 0.1 0.0 -0.1 0.0185
H -2.271583 3.804595 -0.005039 0.1 -0.1 0.0 -0.0008
H -0.632932 3.645675 -0.638184 0.0 0.0 0.0 -0.0002
H -0.980590 3.180501 1.013814 0.0 0.0 -0.1 0.0004
H -0.382378 2.655878 -3.048488 -0.1 0.0 0.0 0.0037
H -1.781140 3.576493 -2.504937 0.0 -0.1 0.0 0.0008
H -1.951192 2.415604 -3.807295 0.0 0.0 0.1 0.0008
H -2.966073 0.146250 -4.313822 0.0 0.0 0.1 0.0022
H -1.902513 -1.179258 -3.864018 0.0 0.0 0.0 0.0005
H -1.233215 0.417445 -4.186343 0.0 0.0 0.0 0.0005
H -2.885917 -2.828608 -1.670250 0.0 0.1 0.0 0.0034
H -3.643798 -1.893582 -2.954929 0.0 0.0 0.0 0.0002
H -4.443268 -2.050183 -1.405736 0.1 0.0 0.0 0.0015
H -4.476298 -0.986626 1.148857 0.1 0.0 -0.1 0.0000
H -2.945449 -1.388891 1.904015 0.1 0.0 0.1 0.0001
H -3.528951 -2.343445 0.549964 0.0 0.1 0.0 0.0002
H -1.483877 1.643361 2.403700 0.0 0.0 -0.1 0.0057
H -2.808437 0.500671 2.537110 0.0 -0.1 0.1 0.0003
H -3.084951 2.116450 1.909578 0.0 0.0 0.0 0.0009
N 3.684833 0.374585 5.568094 -0.1 -0.1 -0.6 -0.0026
C 3.569324 0.109879 4.452553 0.1 0.1 0.3 -0.0004
C 3.403185 -0.250145 3.064781 0.1 0.0 0.4 -0.0006
C 4.434929 -0.788198 2.304625 0.2 0.0 0.0 0.0151
C 4.180500 -1.152911 0.991923 0.2 0.0 0.0 -0.0002
C 2.921737 -0.975748 0.471663 -0.4 0.1 0.2 0.0158
N 1.920915 -0.439728 1.211619 0.5 -0.1 0.1 0.0131
C 2.163539 -0.082901 2.486153 -0.2 0.1 -0.5 0.0256
H 5.418210 -0.919546 2.741737 -0.1 0.0 0.0 0.0007
H 4.956116 -1.576899 0.369060 0.0 0.0 0.0 0.0000
H 2.680560 -1.261132 -0.542335 0.0 0.0 0.0 0.0005
H 1.353006 0.355579 3.056154 0.0 0.0 -0.1 0.0060
O 1.178143 1.888130 -0.141758 -0.1 -0.1 -0.1 0.0344
C 1.368836 1.358002 -1.259308 0.0 -0.1 0.2 0.0228
O 0.840054 0.137135 -1.382185 0.1 0.3 0.5 0.0369
C 2.093547 1.970477 -2.356543 -0.1 -0.3 0.0 0.0022
C 2.267860 1.296290 -3.567956 0.0 -0.1 -0.1 0.0035
C 2.952027 1.920216 -4.597387 0.0 -0.1 0.0 -0.0002
C 3.455565 3.205433 -4.413163 0.0 0.0 -0.1 0.0052
C 3.281677 3.871679 -3.204635 0.0 0.0 0.0 0.0001
C 2.599813 3.254658 -2.171083 0.1 0.3 0.0 0.0037
H 1.868026 0.296644 -3.697449 0.0 0.1 0.0 -0.0001
H 3.096862 1.409745 -5.541763 0.0 0.0 0.1 -0.0001
H 3.993489 3.692528 -5.220900 -0.1 -0.1 0.1 0.0002
H 3.679899 4.870016 -3.071281 0.0 -0.1 0.0 -0.0001
H 2.455674 3.758954 -1.222083 0.0 0.0 -0.1 0.0003
C 1.507224 -3.258460 2.954091 0.2 -0.1 0.0 0.0035
Ge -0.299118 -2.621590 2.637330 0.0 0.0 -0.2 0.0209
C -0.779897 -1.288229 3.971699 -0.1 0.2 0.1 0.0083
C -1.563246 -4.076829 2.650041 -0.1 -0.2 0.1 0.0034
C -0.333755 -2.004526 0.676240 0.0 0.2 0.0 0.0340
H 1.433981 -4.285746 3.318880 0.1 0.1 0.0 0.0004
H 2.009770 -2.667744 3.722962 0.0 -0.1 -0.1 0.0001
H 2.111020 -3.268588 2.041997 0.0 0.0 0.1 0.0005
H -0.330318 -1.615908 4.914415 -0.1 0.1 -0.1 0.0017
H -1.861983 -1.259932 4.113040 0.1 0.1 0.0 0.0002
H -0.427349 -0.272522 3.779439 -0.1 0.0 0.1 0.0010
H -1.442951 -4.618062 3.594291 -0.1 0.0 -0.1 0.0007
H -1.359969 -4.765736 1.827558 0.0 0.0 0.1 0.0001
H -2.591376 -3.720910 2.582080 0.0 -0.1 0.0 -0.0001
H -1.266506 -2.374120 0.247150 0.1 0.0 0.0 0.0163
H 0.495666 -2.617840 0.299807 0.0 0.1 0.0 0.0138